# 1
Below is a molecular structure, C53H41AgBrF4N3P2, with properties calculated with wB97M-V/def2-TZVPD.

XYZ file:
```
105
Properties=species:S:1:pos:R:3:lowdin_charge:R:1
Ag -0.78362 0.42613 0.37039 0.462
F 1.39090 7.32429 2.37275 0.148
C 1.46423 6.04400 2.05302 -0.140
C 2.64530 5.35519 2.21928 -0.137
F 3.71478 5.97625 2.69430 0.143
C 2.69967 4.01634 1.87480 -0.218
F 3.87721 3.41656 2.03109 0.114
C 1.60709 3.32080 1.37621 -0.298
P 1.71255 1.51506 0.99412 1.080
C 2.43325 0.78637 2.50163 -0.353
C 1.49719 0.31164 3.41796 -0.094
C 1.90817 -0.26800 4.61219 -0.070
C 3.26014 -0.40218 4.88074 -0.078
C 4.20282 0.05321 3.96286 -0.077
C 3.79442 0.65188 2.78286 -0.095
C 3.05983 1.47038 -0.23727 -0.365
C 3.70287 0.25766 -0.48244 -0.107
C 4.67089 0.15553 -1.47099 -0.071
C 5.00815 1.26502 -2.23122 -0.089
C 4.35826 2.47077 -2.00971 -0.083
C 3.38472 2.57144 -1.02724 -0.090
C 0.42512 4.05082 1.20645 -0.552
Br -1.17335 3.31423 0.51413 0.862
C 0.35737 5.39153 1.54085 -0.271
F -0.75982 6.09618 1.38539 0.081
H 0.44106 0.37706 3.18865 0.053
H 1.16245 -0.62088 5.31499 0.111
H 3.58639 -0.86515 5.80425 0.103
H 5.26039 -0.05245 4.17386 0.103
H 4.53347 1.01780 2.08309 0.101
H 3.45937 -0.61603 0.10742 0.093
H 5.16163 -0.79519 -1.64033 0.108
H 5.76820 1.19008 -2.99907 0.104
H 4.60484 3.33882 -2.60804 0.108
H 2.88268 3.52041 -0.87714 0.107
N -6.99965 -0.55692 -1.72167 0.115
C -5.78648 -0.15536 -1.21078 -0.325
C -4.93064 0.67178 -1.94220 -0.025
C -3.70390 0.99615 -1.40260 -0.174
N -3.26891 0.57424 -0.21359 -0.001
C -4.09489 -0.21056 0.48593 -0.140
C -5.34163 -0.59629 0.03752 -0.011
H -7.38723 -0.02050 -2.47714 0.093
H -7.67514 -0.92731 -1.07748 0.094
H -5.20677 1.03611 -2.92441 0.110
H -3.02437 1.62891 -1.96721 0.096
H -3.71346 -0.55734 1.44075 0.096
H -5.95624 -1.24349 0.65216 0.112
C -3.67294 -1.64985 -4.57817 -0.092
C -3.30456 -2.40225 -3.47066 -0.072
C -2.20268 -2.03545 -2.71372 -0.092
C -1.45947 -0.90182 -3.04263 -0.358
C -1.82625 -0.16136 -4.16521 -0.088
C -2.92499 -0.53591 -4.92893 -0.086
P -0.10823 -0.38057 -1.92065 1.053
C 0.80995 0.81121 -2.94830 -0.375
C 1.83398 0.46869 -3.82620 -0.073
C 2.39422 1.42946 -4.65667 -0.081
C 1.93670 2.73953 -4.62261 -0.088
C 0.93260 3.09616 -3.73335 -0.080
C 0.38253 2.13775 -2.89380 -0.133
C 0.90457 -1.88252 -1.80774 -0.364
C 1.12830 -2.72024 -2.90148 -0.098
C 1.89186 -3.86796 -2.75956 -0.074
C 2.42758 -4.19545 -1.51849 -0.073
C 2.18822 -3.38392 -0.42069 -0.077
C 1.42419 -2.23387 -0.56550 -0.124
H -4.53310 -1.93803 -5.16969 0.102
H -3.87447 -3.28105 -3.19363 0.107
H -1.90657 -2.64648 -1.86943 0.082
H -1.25094 0.70820 -4.45688 0.098
H -3.19023 0.04472 -5.80457 0.103
H 2.20014 -0.54938 -3.86565 0.098
H 3.19314 1.15066 -5.33300 0.108
H 2.37098 3.48332 -5.27933 0.104
H 0.57796 4.11903 -3.68959 0.106
H -0.39662 2.41919 -2.19270 0.049
H 0.68749 -2.48142 -3.86289 0.111
H 2.05984 -4.51278 -3.61318 0.103
H 3.01371 -5.09959 -1.40638 0.104
H 2.56528 -3.65392 0.55822 0.108
H 1.19981 -1.62729 0.30537 0.072
C -2.78378 0.46090 5.75095 -0.133
C -2.62914 -0.90419 5.53972 -0.115
C -2.13142 -1.40677 4.34780 -0.044
C -1.74982 -0.54894 3.28781 -0.365
C -1.93801 0.83429 3.51884 -0.094
C -2.43665 1.31995 4.71450 -0.111
N -1.28525 -0.96855 2.07048 -0.057
C -0.97603 -2.31560 1.87338 -0.342
C -0.03500 -3.02025 2.64052 -0.049
C 0.29667 -4.33324 2.34018 -0.106
C -0.29274 -4.99335 1.26662 -0.120
C -1.23005 -4.31238 0.50123 -0.100
C -1.56628 -3.00096 0.80459 -0.061
H -3.17362 0.84145 6.68557 0.086
H -2.90763 -1.60284 6.32136 0.095
H -2.04600 -2.47847 4.22451 0.098
H -1.68838 1.52675 2.72209 0.033
H -2.55978 2.39074 4.83495 0.096
H 0.44613 -2.51751 3.47186 0.101
H 1.03363 -4.84448 2.95032 0.100
H -0.02682 -6.01752 1.03589 0.095
H -1.70982 -4.80985 -0.33639 0.099
H -2.31154 -2.47095 0.22180 0.081
```

Properties
gap between HOMO and LUMO	6.356	eV
relative energy (zero: lowest compared OMol25 entry of this formula, charge and spin)	0.000	eV
LUMO energy	0.01029	Eh
F_max	0.6	eV/A


# 2
Below is a molecular structure, C53H41KN8O5STe in a non-equilibrium geometry, with properties calculated with wB97M-V/def2-TZVPD.

XYZ file:
```
110
Properties=species:S:1:pos:R:3:lowdin_charge:R:1
K 11.86383 16.48908 14.12573 0.638
C 8.76339 13.62649 10.48682 -0.072
C 8.06887 14.58305 11.22195 -0.064
C 8.19836 14.60469 12.61020 0.001
C 9.09536 13.69780 13.23501 -0.212
N 9.78278 12.81285 12.50091 0.110
C 9.63720 12.78540 11.18414 -0.140
C 9.32552 13.74349 14.68284 -0.236
C 8.23691 14.21733 15.42171 -0.014
C 8.41621 14.39805 16.79482 -0.029
C 9.60691 13.97524 17.39855 -0.001
C 10.63055 13.47102 16.58091 -0.201
N 10.48854 13.39824 15.23351 0.186
C 11.88336 13.14361 17.23296 -0.196
C 11.94996 12.87631 18.62967 -0.018
C 13.18470 12.64693 19.22402 -0.067
C 14.31790 12.54452 18.40954 -0.059
C 14.18340 12.80450 17.05646 -0.194
N 13.04316 13.16076 16.52273 0.020
H 8.67432 13.52655 9.39951 0.099
H 7.36169 15.26113 10.73792 0.108
H 7.58962 15.29051 13.22273 0.092
H 10.17212 11.99648 10.65281 0.105
H 7.25000 14.40348 14.93540 0.119
H 7.62067 14.83515 17.37946 0.105
H 9.77351 14.18471 18.46100 0.109
H 11.02310 12.77348 19.21918 0.105
H 13.29553 12.49654 20.28872 0.099
H 15.29596 12.36157 18.87788 0.105
H 15.04682 12.78890 16.35096 0.079
O 14.70175 16.10543 12.77673 -0.140
C 15.65023 16.90236 12.56490 -0.464
C 16.28179 17.19914 11.29715 -0.075
C 16.90975 18.38493 11.05769 -0.171
C 17.29312 19.25285 12.11744 -0.178
C 17.06902 18.82335 13.40591 -0.085
C 16.26217 17.63925 13.63360 -0.162
C 16.27704 17.29184 15.04235 -0.166
N 15.30760 17.59833 15.83506 -0.028
N 15.35060 17.29895 17.09590 -0.021
C 14.11138 16.81319 17.59212 -0.484
O 13.16253 16.58287 16.82675 -0.096
C 14.16749 16.61481 19.07816 -0.124
C 15.45251 16.30123 19.63256 -0.069
C 15.68196 16.25312 20.99202 -0.116
C 14.60052 16.42919 21.90215 -0.141
C 13.38943 16.80448 21.38812 -0.150
C 13.12207 16.84854 20.01429 -0.033
H 15.99860 16.46242 10.50838 0.093
H 17.12608 18.70939 10.02779 0.079
H 17.73283 20.23348 11.88376 0.068
H 17.48458 19.37409 14.23342 0.086
H 17.14307 16.70265 15.42746 0.108
H 16.32855 16.11359 18.97391 0.102
H 16.70272 16.04431 21.35416 0.090
H 14.73842 16.21036 22.95984 0.080
H 12.58928 17.04440 22.10880 0.092
H 12.09519 17.09457 19.70159 0.112
N 12.86501 15.72970 9.47223 0.140
C 11.91170 16.71317 9.37538 -0.372
C 11.23375 17.00004 8.12396 -0.048
C 10.28961 17.98378 8.14001 -0.133
C 10.08656 18.75029 9.29922 -0.108
C 10.87711 18.47302 10.41260 -0.136
N 11.75859 17.46173 10.46590 0.121
H 13.12836 15.13718 8.71187 0.083
H 13.32364 15.58910 10.37951 0.097
H 11.40136 16.40966 7.21170 0.097
H 9.72690 18.21150 7.22958 0.095
H 9.37416 19.57599 9.42804 0.091
H 10.73236 19.08033 11.31342 0.098
Te 13.64615 12.72570 13.78520 1.474
C 14.91388 12.42184 12.09221 -0.522
C 14.52313 11.65192 10.99159 -0.138
C 15.39886 11.56329 9.88547 -0.126
C 16.63195 12.20076 9.89655 -0.130
C 17.00516 12.96519 11.00970 -0.090
C 16.16410 13.04739 12.13495 -0.139
C 13.15977 10.66538 13.87006 -0.516
C 11.80059 10.38149 13.71921 -0.161
C 11.32669 9.14538 14.11542 -0.116
C 12.23071 8.17428 14.49370 -0.118
C 13.61054 8.45941 14.59034 -0.113
C 14.09878 9.72344 14.31199 -0.137
H 13.56303 11.15821 11.01988 0.082
H 15.05305 11.02907 8.97523 0.094
H 17.30947 12.12280 9.00501 0.101
H 17.94280 13.48959 11.03932 0.091
H 16.51858 13.49677 13.03650 0.085
H 11.12632 11.20845 13.36187 0.061
H 10.23446 8.90759 14.14228 0.111
H 11.88520 7.16066 14.66284 0.086
H 14.31400 7.67795 14.85661 0.088
H 15.19077 9.96530 14.43087 0.118
O 6.95409 17.29064 14.63042 -0.016
C 7.82824 18.16936 14.57166 -0.542
N 9.12051 17.97070 14.88584 -0.083
S 10.05398 19.27805 14.95573 0.615
O 10.51041 19.60669 16.29053 -0.301
O 11.15296 19.10047 13.98231 -0.417
C 8.77274 20.40273 14.34518 -0.181
C 8.88157 21.67275 13.78056 -0.048
C 7.69442 22.29490 13.38996 -0.104
C 6.48016 21.59502 13.39388 -0.089
C 6.44850 20.22022 13.73723 -0.018
C 7.60454 19.61459 14.22483 -0.134
H 9.84127 22.16334 13.62514 0.119
H 7.67607 23.36233 13.10575 0.102
H 5.60193 22.14354 13.08418 0.086
H 5.54555 19.60495 13.58338 0.117
```

Properties
gap between HOMO and LUMO	4.617	eV
relative energy (zero: lowest compared OMol25 entry of this formula, charge and spin)	0.083	eV
total charge	-2
LUMO energy	0.13273	Eh
F_max	4.9	eV/A